Density functional theory data (ωB97M-V with the def2-TZVPD basis set) for a structure of composition C12H17N9O3Pt at a distorted geometry.

Max |F|, hartree/bohr: 0.0222
Charge: +2
Energy relative to the best compared isomer or geometry (same formula, charge and spin), kcal per mole: 27.3
HOMO energy, eV: -14.38
Kohn-Sham gap, Eh: 0.308

Last column: Mulliken charge in e.
Geometry (Å):
1 Pt -0.0530 -0.1181 0.0773  0.616
2 C -3.2511 -2.8448 -0.0771  -0.800
3 C -2.6961 -4.0826 0.1987  -0.764
4 C -1.3618 -4.1534 0.5542  -0.646
5 C -0.5863 -3.0044 0.6198  0.899
6 N -1.1369 -1.8028 0.3237  0.272
7 C -2.4424 -1.7344 -0.0082  -0.315
8 C 0.8624 -3.0522 1.0006  0.866
9 C 1.4477 -4.2004 1.5193  -1.018
10 C 2.7953 -4.1704 1.8443  -0.537
11 C 3.5097 -3.0007 1.6505  -0.927
12 C 2.8406 -1.8998 1.1443  -0.007
13 N 1.5487 -1.9168 0.8239  0.073
14 H -4.2886 -2.7316 -0.3557  0.455
15 H -3.2922 -4.9826 0.1332  0.468
16 H -0.9125 -5.1112 0.7638  0.429
17 H -2.8149 -0.7443 -0.2310  0.429
18 H 0.8772 -5.1019 1.6780  0.379
19 H 3.2768 -5.0518 2.2456  0.461
20 H 4.5613 -2.9407 1.8916  0.423
21 H 3.3644 -0.9629 0.9871  0.409
22 N 0.9756 1.6149 -0.2846  -0.519
23 N 1.6499 1.5421 -1.5169  -0.342
24 C 1.3618 0.5222 -2.3755  0.838
25 N 1.9313 0.6005 -3.5612  -0.310
26 N 0.5503 -0.4278 -1.8812  -0.363
27 N 0.2858 -1.5662 -2.6800  1.044
28 O -0.3223 -2.4279 -2.1161  -0.516
29 O 0.7450 -1.6287 -3.7953  -0.745
30 H 0.2690 2.3564 -0.3003  0.433
31 H 1.6467 1.8243 0.4551  0.412
32 H 2.1428 2.3686 -1.8230  0.224
33 H 2.5029 1.3927 -3.8058  0.168
34 H 1.7565 -0.1342 -4.2356  0.224
35 N -1.4542 1.5345 3.7281  -0.407
36 C -1.1345 0.5785 2.8577  0.926
37 N -1.2663 -0.7012 3.2059  -0.253
38 O -0.7095 0.9364 1.7153  -0.731
39 H -1.8226 1.3348 4.6421  0.188
40 H -1.3761 2.4940 3.4363  0.237
41 H -1.6122 -0.9721 4.1106  0.212
42 H -1.0349 -1.4194 2.5407  0.113

Forces on atoms 1 to 2 (eV/Å):
Pt -0.165 0.893 -0.688
C -0.071 0.063 -0.021

---

Density functional theory data (ωB97M-V with the def2-TZVPD basis set) for an isolated molecule of C22H21N2O4P at a distorted geometry.

Max |F|, hartree/bohr: 0.0870
Energy relative to the best compared isomer or geometry (same formula, charge and spin), kcal per mole: 3.2
HOMO energy, eV: -7.70
Kohn-Sham gap, Eh: 0.286
Structure (SMILES): COP(=O)(OC)c1nc(-c2cccc3ccccc23)oc1NCc1ccccc1

Last column: Mulliken charge in e.
Geometry (Å):
1 O -3.8604 -1.1692 1.5394  -0.843
2 N -1.3145 -1.0958 -1.5845  -0.581
3 O 0.1952 -0.8171 0.0282  -0.429
4 O -4.4823 -2.3188 -0.6665  -0.417
5 O -4.4728 0.3522 -0.4541  -0.428
6 C -0.0478 -1.0426 -1.3115  0.290
7 C -1.0431 -0.8662 0.5602  0.827
8 C -1.9830 -0.9752 -0.3698  -0.192
9 C -2.0712 2.5962 5.3198  -0.359
10 C -2.5068 1.2838 5.4113  -0.704
11 C -1.0393 2.9533 4.4659  -0.543
12 C -1.8683 0.2989 4.6290  -0.283
13 C -0.3852 1.9844 3.6827  -0.481
14 C 4.9076 -2.8516 -1.4809  -0.362
15 C 1.7358 -0.9994 -4.6139  -0.646
16 C 3.9295 -2.8522 -0.5099  -0.866
17 C 0.7989 -0.8230 -3.6121  -0.691
18 C -0.8251 0.6224 3.7148  0.673
19 C 4.6425 -2.3619 -2.7869  -0.905
20 C 3.0120 -1.4806 -4.3335  -0.710
21 C 2.6892 -2.3348 -0.7791  -0.414
22 C 1.0783 -1.2169 -2.3216  0.154
23 C 3.3788 -1.8441 -3.0451  0.897
24 C 2.3828 -1.7788 -2.0265  0.792
25 N -1.2047 -0.9529 1.9322  0.006
26 C -3.7977 -3.5207 -0.2683  -0.703
27 C -4.5973 1.3587 0.5373  -0.617
28 C -0.1914 -0.4878 2.9157  -1.012
29 P -3.7327 -1.0233 0.0525  1.097
30 H -2.5759 3.4165 5.8660  0.316
31 H -3.2714 1.0189 6.1089  0.426
32 H -0.6965 3.9616 4.3611  0.401
33 H -2.2851 -0.7014 4.6330  0.400
34 H 0.4403 2.2780 3.0489  0.346
35 H 5.8849 -3.2573 -1.3225  0.400
36 H 1.4503 -0.7360 -5.6458  0.345
37 H 4.1013 -3.2509 0.4802  0.412
38 H -0.1536 -0.3813 -3.8898  0.459
39 H 5.4167 -2.5026 -3.5554  0.365
40 H 3.6506 -1.5320 -5.2064  0.372
41 H 2.0020 -2.3356 0.0405  0.431
42 H -2.2219 -0.9240 2.2066  0.433
43 H -3.6290 -3.6240 0.8266  0.278
44 H -2.8860 -3.6685 -0.8135  0.287
45 H -4.4811 -4.3654 -0.5042  0.283
46 H -4.9277 2.3000 0.0588  0.241
47 H -3.6522 1.5418 1.0740  0.246
48 H -5.3296 1.0823 1.2670  0.297
49 H 0.6786 -0.0460 2.4208  0.411
50 H 0.1431 -1.3347 3.5551  0.299

Forces on atoms 1 to 2 (eV/Å):
O 0.234 0.344 -0.949
N 0.801 -0.245 -0.691